Entry 1:
{"formula": "C3H2NO2S2", "method": "wB97M-V/def2-TZVPD", "multiplicity": 3, "total_charge": -1, "lumo_ha": [0.1273, 0.0511], "de_lowest_kcal_mol": 43.3, "homo_lumo_gap_ev": [3.5, 5.8], "symbols": ["C", "C", "C", "N", "O", "O", "S", "S", "H", "H"], "coordinates": [[0.38980, -0.25604, 1.02262], [-0.46948, 0.49136, -1.08215], [-0.25044, -1.18927, 0.27354], [-0.65642, -0.74161, -0.94368], [-1.91265, -3.30542, 0.82459], [0.33723, -3.79894, -0.03700], [0.48735, 1.25072, 0.14156], [-0.47077, -3.05273, 0.95709], [0.85403, -0.51196, 1.90973], [-0.88834, 0.91788, -1.98798]], "atomic_forces_ev_per_a": [[0.074, 0.379, 0.765], [-0.293, 3.157, -1.923], [-0.857, -0.154, -2.527], [-1.068, -6.642, 2.316], [0.443, -0.076, 0.913], [-0.012, 0.074, 1.281], [0.680, 0.990, 0.796], [-0.532, 1.298, -3.512], [1.073, 0.208, 1.625], [0.491, 0.765, 0.265]], "nbo_charge": [-0.659, -0.319, -0.038, -0.484, -0.873, -0.855, 0.195, 1.645, 0.205, 0.184]}

=====

Entry 2:
{"formula": "C4H9BrN2S", "method": "wB97M-V/def2-TZVPD", "multiplicity": 1, "lumo_ha": [0.0025, 0.0025], "de_lowest_kcal_mol": 82.6, "homo_lumo_gap_ev": [7.9, 7.9], "symbols": ["C", "C", "C", "C", "N", "N", "S", "Br", "H", "H", "H", "H", "H", "H", "H", "H", "H"], "coordinates": [[0.63875, 1.56888, -0.43592], [-1.51741, 0.24271, -0.60863], [0.98261, 0.33228, 1.55858], [0.07398, -1.82445, -0.41986], [0.79706, 0.31117, 0.12134], [-0.34307, -0.48010, -0.27295], [-1.24225, 1.95726, -0.20328], [-3.07959, -0.41967, 0.05991], [1.36901, 2.34948, -0.13914], [0.56533, 1.39789, -1.57579], [-1.84298, 0.16320, -2.57198], [2.01728, 0.91100, 1.82530], [0.12031, 0.87685, 2.10634], [1.03107, -0.75047, 1.89281], [0.07955, -2.28985, 0.55522], [-0.66496, -2.37940, -1.07719], [1.01531, -1.96676, -0.81475]], "atomic_forces_ev_per_a": [[-1.545, 0.624, -3.279], [2.665, 0.053, -2.546], [0.833, 0.542, 1.941], [-3.919, -1.711, -0.253], [0.072, -0.401, 0.538], [0.768, 2.241, 0.134], [0.755, -0.024, 0.175], [-1.761, -0.862, 0.545], [-0.801, -0.572, -0.023], [0.778, 0.667, 1.572], [0.583, 0.017, 2.716], [-2.477, -1.577, -0.716], [1.258, -0.865, -0.749], [0.120, 1.472, -0.065], [-0.136, -0.531, 0.344], [0.733, 0.565, 0.808], [2.074, 0.362, -1.142]], "nbo_charge": [-0.295, -0.182, -0.436, -0.400, -0.291, -0.361, 0.178, 0.138, 0.245, 0.229, -0.080, 0.212, 0.199, 0.213, 0.191, 0.223, 0.216]}